<i>
Here is a single C3H4F2O molecule from the Open Molecules 2025 dataset. Energies are from ωB97M-V with the def2-TZVPD basis set.

SMILES string: COC=C(F)F
molecular weight: 94.06 g mol⁻¹
gap between HOMO and LUMO: 10.3 eV
HOMO: -0.347 hartree
LUMO level: 0.9 eV

```
! wB97M-V def2-TZVPD RIJCOSX def2/J DEFGRID3
* xyz 0 1
C -1.08 -1.19 1.81
O -1.29 -0.19 0.77
C -0.07 0.43 0.48
C 0.55 0.41 -0.70
F 0.15 -0.29 -1.78
F 1.69 1.05 -0.79
H -0.41 -2.02 1.38
H -0.52 -0.64 2.73
H -2.01 -1.69 2.14
H 0.33 1.06 1.22
*
```

Mulliken atomic charges, in units of e:
1. C -0.54
2. O -0.34
3. C -0.22
4. C 0.37
5. F -0.21
6. F -0.22
7. H 0.25
8. H 0.25
9. H 0.22
10. H 0.43

<ii>
Here is a 2-piece molecular cluster, C3H4F2O overall from the Open Molecules 2025 dataset. Energies are from ωB97M-V with the def2-TZVPD basis set.

molecular weight: 94.06 g mol⁻¹
gap between HOMO and LUMO: 11.4 eV
HOMO: -0.393 hartree
LUMO level: 0.7 eV

```
! wB97M-V def2-TZVPD RIJCOSX def2/J DEFGRID3
* xyz 0 1
C 0.00 0.32 -0.14
C 1.38 0.13 0.21
C -1.29 -0.47 0.04
O 0.68 1.02 0.91
F 1.83 -0.98 0.86
F 2.39 0.59 -0.57
H -0.18 1.21 -1.46
H -1.14 -1.22 0.81
H -1.47 -0.82 -1.00
H -2.19 0.23 0.36
*
```

Mulliken atomic charges, in units of e:
1. C -0.23
2. C 0.97
3. C -0.92
4. O -0.40
5. F -0.24
6. F -0.24
7. H 0.19
8. H 0.32
9. H 0.30
10. H 0.24

Which of them is the least stable? Correct choice: <ii>.